Entry 1:
{
  "formula": "C21H28BrClN3O3P",
  "method": "ωB97M-V with the def2-TZVPD basis set",
  "species": ["C", "C", "C", "C", "C", "C", "C", "C", "C", "C", "C", "Br", "C", "O", "C", "Cl", "C", "C", "O", "H", "H", "H", "H", "H", "H", "H", "H", "H", "H", "C", "N", "C", "P", "O", "N", "C", "C", "N", "C", "C", "H", "H", "H", "H", "H", "H", "H", "H", "H", "H", "H", "H", "H", "H", "H", "H", "H", "H"],
  "coordinates": [[3.853465, 2.193566, -0.020940], [3.494905, 2.522449, -1.123430], [3.297463, 3.302571, -2.407341], [1.863598, 3.896765, -2.590092], [1.227883, 4.581783, -1.314130], [-0.214829, 4.062679, -1.154269], [-1.215039, 4.667135, -1.971410], [-2.542222, 4.232228, -1.928706], [-2.928337, 3.166997, -1.054386], [-1.981159, 2.570956, -0.205120], [-0.640744, 3.039305, -0.280422], [0.603219, 2.165612, 0.916681], [-4.387491, 2.722996, -1.088290], [-4.935728, 2.315409, -0.100309], [-5.083306, 2.843976, -2.461673], [-6.285634, 1.636229, -2.897696], [-4.725539, 3.843753, -3.260959], [-3.630449, 4.841963, -2.833614], [-3.613310, 5.982309, -3.207895], [4.194065, 2.024333, 0.994411], [4.079705, 4.065402, -2.556963], [3.434872, 2.553866, -3.220999], [1.129054, 3.181209, -3.006171], [1.961009, 4.697873, -3.358032], [1.127848, 5.667526, -1.535427], [1.838413, 4.510782, -0.397738], [-0.902672, 5.478264, -2.647029], [-2.279162, 1.761381, 0.477881], [-5.183442, 3.937719, -4.258107], [-0.578306, -2.756781, 3.551216], [-0.415783, -2.724312, 2.105055], [-1.163250, -1.587807, 1.581563], [1.158530, -2.853606, 1.382478], [1.706525, -1.643908, 2.137015], [2.153974, -4.032182, 2.124758], [1.711664, -5.033493, 3.065972], [3.523909, -3.633902, 2.427521], [0.522702, -4.190131, 0.367803], [0.938584, -4.031390, -1.034650], [-0.839416, -4.705875, 0.406499], [-1.631858, -2.631462, 3.815428], [-0.004338, -1.976215, 4.063294], [-0.298504, -3.724536, 3.962297], [-1.097829, -1.555254, 0.486989], [-0.780295, -0.634863, 1.969921], [-2.224285, -1.670767, 1.832388], [1.666523, -4.636588, 4.087546], [2.400571, -5.884162, 3.071927], [0.736415, -5.445709, 2.805193], [3.584436, -3.067503, 3.365205], [3.930847, -3.014348, 1.629312], [4.173425, -4.509337, 2.509122], [0.390470, -3.219816, -1.524659], [0.785239, -4.952008, -1.601240], [2.007293, -3.797300, -1.086224], [-1.573833, -3.995581, 0.010776], [-1.135118, -4.994149, 1.411809], [-0.898697, -5.617816, -0.197192]],
  "forces_ev_per_a": [[0.117, 0.148, 0.116], [0.666, 1.522, -0.363], [-0.772, -1.795, -0.064], [0.269, 0.895, 0.150], [-0.666, 0.140, -0.567], [-0.503, 0.223, 0.272], [0.122, -0.369, 0.445], [-0.353, -0.453, 0.094], [0.257, 0.611, -0.710], [0.073, 0.750, -0.662], [-0.221, -0.262, 0.201], [-0.633, 0.390, -0.514], [0.416, -0.065, -0.092], [-0.159, -0.238, -0.259], [0.403, -0.263, 0.636], [0.688, 0.793, 0.423], [0.249, 0.306, -0.408], [0.211, -1.319, 0.401], [0.026, -0.048, -0.190], [-0.370, -0.236, -0.734], [-0.333, -0.304, 0.486], [0.021, 0.622, 0.281], [0.657, 0.042, 0.337], [-0.088, -0.604, 0.346], [0.118, -0.632, 0.245], [-0.323, -0.388, -0.455], [-0.371, -0.386, 0.344], [0.260, 0.527, -0.365], [0.238, 0.316, 0.608], [0.360, -0.076, 0.253], [-1.041, -0.317, 0.170], [0.110, -0.034, -0.397], [-2.042, -2.644, 6.436], [1.193, 1.055, -3.370], [1.373, 0.150, -0.283], [-0.347, -0.533, -0.451], [-0.083, 0.462, 0.163], [0.324, 1.374, -2.280], [0.399, -0.304, -0.008], [-0.536, 0.328, 0.110], [-0.011, 0.125, -0.226], [-0.025, 0.024, 0.039], [0.158, 0.023, -0.050], [0.071, 0.041, -0.008], [-0.024, -0.006, -0.077], [0.042, -0.091, 0.077], [0.006, 0.021, 0.014], [0.077, 0.080, -0.031], [-0.060, 0.164, -0.038], [0.106, 0.038, 0.002], [-0.049, 0.076, 0.106], [-0.209, -0.129, 0.000], [-0.020, -0.104, -0.156], [-0.067, 0.001, 0.082], [-0.016, 0.060, 0.079], [-0.123, -0.106, 0.036], [0.094, 0.258, 0.027], [0.343, 0.140, -0.220]],
  "nbo_charge": [-0.245, -0.014, -0.473, -0.384, -0.440, -0.020, -0.189, -0.061, -0.127, -0.199, -0.052, 0.080, 0.523, -0.478, -0.071, 0.040, -0.281, 0.538, -0.492, 0.247, 0.235, 0.234, 0.215, 0.212, 0.218, 0.248, 0.234, 0.254, 0.247, -0.412, -0.793, -0.419, 2.160, -0.970, -0.777, -0.396, -0.398, -0.649, -0.428, -0.402, 0.194, 0.191, 0.196, 0.188, 0.198, 0.194, 0.176, 0.191, 0.204, 0.181, 0.205, 0.187, 0.178, 0.199, 0.205, 0.184, 0.216, 0.197],
  "total_charge": 0,
  "e_homo_ev": -8.139,
  "smiles": "C#CCCCc1cc2c(cc1Br)C(=O)C(Cl)=CC2=O.CN(C)P(=O)(N(C)C)N(C)C"
}

Entry 2:
{
  "formula": "C21H28BrN4O2PtSSi",
  "method": "ωB97M-V with the def2-TZVPD basis set",
  "species": ["Pt", "C", "O", "C", "C", "C", "Br", "C", "C", "C", "O", "C", "N", "C", "C", "C", "C", "C", "C", "N", "H", "H", "H", "H", "H", "H", "H", "H", "H", "H", "H", "C", "Si", "C", "C", "H", "H", "H", "H", "H", "H", "H", "H", "H", "S", "C", "N", "C", "C", "C", "N", "H", "H", "H", "H", "H", "H", "H", "H"],
  "coordinates": [[-0.131263, 0.615071, 0.207028], [-2.585653, 1.343528, 2.640199], [-2.291098, 0.620754, 1.444801], [-3.305524, 0.065504, 0.726018], [-4.647010, 0.189659, 1.021133], [-5.563400, -0.513205, 0.240510], [-7.391570, -0.385333, 0.662107], [-5.162900, -1.291018, -0.822818], [-3.807274, -1.384455, -1.144165], [-2.888937, -0.726622, -0.351652], [-1.500160, -0.865457, -0.547905], [-3.406675, -2.193003, -2.307177], [-3.983016, -3.292363, -2.683023], [-3.309747, -3.667258, -3.844656], [-3.519432, -4.767585, -4.675001], [-2.721927, -4.886589, -5.792636], [-1.731544, -3.933892, -6.092562], [-1.504830, -2.843076, -5.277886], [-2.312299, -2.740252, -4.149705], [-2.371631, -1.802667, -3.128388], [-3.166070, 2.238542, 2.412938], [-1.624498, 1.625165, 3.059620], [-3.129320, 0.706712, 3.339041], [-4.986864, 0.805468, 1.839381], [-5.874469, -1.826507, -1.433407], [-1.308675, -1.627489, -1.111331], [-4.288299, -5.490730, -4.443414], [-2.858506, -5.726884, -6.457951], [-1.136319, -4.057210, -6.986941], [-0.747929, -2.109078, -5.515976], [-1.943921, -0.891210, -3.137415], [2.910602, -0.989282, -0.351370], [1.587963, 0.004788, -1.209918], [0.937536, -1.012299, -2.632227], [2.304525, 1.571547, -1.922995], [3.631285, -1.309272, -1.108498], [2.513911, -1.889734, 0.121251], [3.451427, -0.417329, 0.394960], [1.796669, -1.242821, -3.267513], [0.226359, -0.450243, -3.236997], [0.487231, -1.968201, -2.355307], [2.940831, 1.367043, -2.787762], [2.902774, 2.107677, -1.185866], [1.501508, 2.235242, -2.245294], [0.793994, 2.507720, 0.954142], [2.246062, 2.196518, 1.856551], [3.101472, 3.200738, 2.014336], [4.368874, 3.058556, 2.729764], [4.173088, 2.056675, 3.853857], [3.661311, 0.751697, 3.265481], [2.488769, 1.032799, 2.433210], [2.862056, 4.079666, 1.583921], [4.668529, 4.037819, 3.095433], [5.135716, 2.706366, 2.034783], [3.446551, 2.447527, 4.567747], [5.110778, 1.888197, 4.380238], [3.354032, 0.060210, 4.048305], [4.433713, 0.263627, 2.665541], [1.853600, 0.284223, 2.172772]],
  "forces_ev_per_a": [[-0.396, -0.487, -0.004], [-0.184, 0.001, -0.034], [0.252, 0.225, 0.032], [0.334, -0.291, -0.098], [-0.023, -0.078, -0.132], [0.064, 0.024, 0.011], [-0.086, 0.021, 0.013], [-0.022, 0.061, -0.021], [-0.048, -0.089, -0.041], [0.156, 0.076, 0.217], [-0.457, 0.107, 0.207], [-0.160, 0.132, 0.091], [0.181, -0.027, -0.085], [-0.171, -0.047, 0.090], [-0.002, -0.007, 0.016], [0.066, 0.068, 0.007], [-0.034, -0.039, 0.005], [-0.053, -0.059, 0.015], [0.071, 0.145, -0.027], [0.194, -0.093, -0.021], [0.000, 0.002, 0.020], [-0.008, 0.012, -0.012], [0.006, 0.013, 0.004], [-0.002, -0.019, 0.030], [-0.027, -0.010, 0.012], [0.087, -0.006, -0.111], [-0.015, -0.017, 0.008], [-0.007, -0.019, -0.032], [0.009, -0.014, -0.007], [0.032, 0.026, 0.007], [-0.094, -0.012, -0.063], [-0.045, -0.248, -0.037], [0.053, 0.775, 0.214], [-0.170, -0.179, 0.001], [0.183, -0.022, -0.201], [0.046, -0.021, 0.008], [0.006, -0.013, 0.019], [0.096, 0.118, 0.112], [-0.010, -0.023, -0.047], [0.005, 0.056, -0.059], [0.018, -0.035, -0.017], [0.022, -0.023, -0.007], [-0.003, 0.035, 0.013], [0.018, 0.044, -0.009], [0.369, -0.002, -0.048], [-0.245, 0.201, 0.056], [-0.052, 0.051, -0.040], [-0.032, -0.051, 0.002], [0.020, -0.030, -0.009], [-0.011, 0.025, -0.003], [-0.034, -0.411, -0.210], [0.020, -0.043, -0.058], [-0.038, -0.011, 0.044], [0.025, 0.045, 0.019], [0.021, 0.008, 0.036], [-0.004, -0.018, -0.015], [0.007, 0.007, -0.009], [-0.003, 0.004, 0.010], [0.071, 0.163, 0.140]],
  "nbo_charge": [0.185, -0.251, -0.543, 0.257, -0.290, -0.073, 0.111, -0.197, -0.117, 0.293, -0.725, 0.335, -0.411, 0.055, -0.175, -0.219, -0.192, -0.264, 0.164, -0.584, 0.195, 0.212, 0.197, 0.247, 0.261, 0.535, 0.232, 0.224, 0.223, 0.220, 0.422, -1.146, 1.463, -1.147, -1.142, 0.252, 0.244, 0.226, 0.260, 0.228, 0.231, 0.242, 0.233, 0.249, -0.084, 0.361, -0.567, -0.221, -0.426, -0.220, -0.575, 0.431, 0.233, 0.206, 0.223, 0.246, 0.230, 0.206, 0.439],
  "de_lowest_kcal_mol": 21.4,
  "total_charge": 1,
  "e_homo_ev": -10.703
}